No. 1
{
  "formula": "C3H3ClFNS",
  "method": "ωB97M-V/def2-TZVPD",
  "symbols": ["F", "C", "C", "N", "S", "C", "Cl", "H", "H", "H"],
  "coordinates": [[-2.198, -0.733, 0.201], [-0.851, -0.526, 0.444], [0.043, -0.751, -0.763], [0.881, 0.010, -1.291], [0.969, 1.791, -1.241], [-0.462, -0.097, 1.610], [1.184, 0.066, 2.050], [-0.068, -1.843, -1.072], [1.707, 1.883, -2.347], [-1.204, 0.200, 2.410]],
  "forces_ev_per_a": [[1.3, 0.2, 0.3], [-0.8, 0.5, -2.3], [-1.3, -1.8, 1.7], [0.3, 1.6, -1.8], [-0.5, -1.9, 1.0], [-1.1, 0.8, 2.3], [0.2, 0.2, 0.0], [0.7, 1.3, -0.1], [0.1, -0.3, -0.1], [1.0, -0.7, -1.0]],
  "nbo_charge": [-0.326, 0.297, 0.047, -0.497, 0.176, -0.293, 0.036, 0.192, 0.125, 0.243],
  "smiles": "FC(/C=N\\S)=C/Cl",
  "gap_ev": 9.8,
  "relative_energy_ev": 1.502,
  "lumo_ha": 0.0091,
  "charge": 0,
  "homo_energy_ha": -0.35129
}

***

No. 2
{
  "formula": "C36H32IN4O4Rh",
  "method": "ωB97M-V/def2-TZVPD",
  "symbols": ["Rh", "I", "C", "C", "C", "C", "C", "C", "C", "C", "C", "C", "H", "H", "H", "H", "H", "H", "O", "C", "O", "C", "O", "O", "N", "C", "C", "C", "C", "C", "C", "N", "C", "C", "C", "C", "N", "C", "C", "H", "H", "H", "H", "H", "H", "H", "H", "H", "C", "C", "C", "C", "C", "C", "C", "C", "C", "C", "C", "C", "N", "H", "H", "H", "H", "H", "H", "H", "H", "H", "H", "H", "H", "H", "H", "H", "H", "H"],
  "coordinates": [[0.633, -0.422, -1.325], [-0.108, -3.362, -1.334], [0.176, -3.140, -3.399], [0.246, -4.306, -4.107], [0.319, -4.275, -5.515], [0.266, -3.079, -6.163], [0.188, -1.859, -5.446], [0.105, -0.635, -6.151], [0.045, 0.541, -5.464], [0.113, 0.542, -4.057], [0.212, -0.606, -3.308], [0.193, -1.853, -4.017], [0.234, -5.254, -3.588], [0.394, -5.205, -6.068], [0.289, -3.036, -7.248], [0.099, -0.657, -7.235], [-0.020, 1.484, -5.997], [0.140, 1.498, -3.547], [4.593, -1.251, -1.691], [3.486, -0.748, -1.739], [2.375, -1.437, -1.698], [3.304, 0.802, -1.922], [4.218, 1.468, -2.390], [2.121, 1.230, -1.646], [2.191, -1.760, 5.641], [2.113, -1.568, 7.001], [2.569, -2.300, 8.081], [2.308, -1.797, 9.361], [1.611, -0.601, 9.524], [1.153, 0.133, 8.431], [1.402, -0.347, 7.144], [1.068, 0.172, 5.927], [1.548, -0.688, 5.011], [1.449, -0.584, 3.612], [0.795, 0.521, 2.986], [0.687, 0.576, 1.629], [1.168, -0.373, 0.782], [1.827, -1.406, 1.356], [1.987, -1.553, 2.707], [2.624, -2.531, 5.172], [3.111, -3.229, 7.947], [2.651, -2.343, 10.231], [1.422, -0.234, 10.526], [0.613, 1.063, 8.565], [0.390, 1.316, 3.598], [0.193, 1.409, 1.146], [2.257, -2.121, 0.663], [2.551, -2.411, 3.055], [-0.140, 4.099, -3.008], [-0.285, 3.343, -1.686], [0.152, 4.243, -0.525], [-1.689, 2.830, -1.451], [-2.775, 3.686, -1.531], [-4.070, 3.249, -1.281], [-4.289, 1.916, -0.940], [-3.250, 1.009, -0.844], [-3.569, -0.440, -0.540], [-2.837, -0.998, 0.685], [-3.351, -1.310, -1.783], [-1.910, 1.454, -1.111], [-0.895, 0.596, -1.072], [0.911, 4.351, -3.166], [-0.719, 5.029, -3.015], [-0.468, 3.491, -3.855], [0.397, 2.496, -1.721], [-0.464, 5.149, -0.487], [1.196, 4.536, -0.649], [0.056, 3.736, 0.435], [-2.605, 4.725, -1.793], [-4.903, 3.938, -1.351], [-5.300, 1.572, -0.745], [-4.639, -0.462, -0.307], [-1.767, -1.082, 0.509], [-3.223, -1.993, 0.924], [-2.984, -0.356, 1.557], [-2.295, -1.348, -2.050], [-3.899, -0.908, -2.640], [-3.694, -2.333, -1.600]],
  "forces_ev_per_a": [[0.2, -0.1, 0.0], [0.0, 0.0, 0.0], [0.0, 0.1, 0.0], [0.0, 0.0, 0.0], [0.0, 0.0, 0.0], [0.0, 0.0, 0.0], [0.0, 0.0, 0.0], [0.0, 0.0, 0.0], [0.0, 0.0, 0.0], [0.0, 0.1, 0.0], [0.1, -0.1, 0.0], [0.0, 0.0, 0.0], [0.0, 0.0, 0.0], [0.0, 0.0, 0.0], [0.0, 0.0, 0.0], [0.0, 0.0, 0.0], [0.0, 0.0, 0.0], [0.0, -0.1, -0.1], [-0.1, 0.0, 0.0], [0.0, -0.1, -0.1], [0.2, 0.2, 0.2], [-0.5, 0.0, -0.5], [0.1, 0.0, 0.3], [0.3, 0.1, 0.0], [0.0, 0.0, 0.0], [0.0, 0.0, 0.0], [0.0, 0.0, 0.0], [0.0, 0.0, 0.0], [0.0, 0.0, 0.0], [0.0, 0.0, 0.0], [0.0, 0.0, 0.0], [0.0, 0.0, 0.0], [0.0, 0.0, 0.1], [0.0, 0.0, 0.0], [0.0, 0.0, 0.0], [0.0, 0.0, 0.0], [-0.1, -0.1, 0.0], [0.1, 0.0, 0.0], [0.0, 0.0, 0.0], [0.0, 0.0, 0.0], [0.0, 0.0, 0.0], [0.0, 0.0, 0.0], [0.0, 0.0, 0.0], [0.0, 0.0, 0.0], [0.0, 0.0, 0.0], [0.0, 0.0, 0.0], [0.0, 0.0, 0.0], [0.0, 0.0, 0.0], [0.0, 0.0, -0.1], [-0.1, 0.1, 0.0], [0.0, 0.0, 0.0], [0.0, 0.0, 0.0], [0.0, 0.0, 0.0], [0.0, 0.0, 0.0], [0.0, 0.0, 0.0], [0.0, 0.0, 0.0], [0.0, 0.0, 0.0], [0.0, 0.0, 0.0], [0.0, 0.0, 0.0], [0.0, -0.1, -0.1], [-0.1, 0.0, 0.0], [0.0, 0.0, 0.0], [0.0, 0.0, 0.0], [0.0, 0.1, 0.0], [0.0, 0.0, 0.1], [0.0, 0.0, 0.0], [0.0, 0.0, 0.0], [0.0, 0.0, 0.0], [0.0, 0.0, 0.0], [0.0, 0.0, 0.0], [0.0, 0.0, 0.0], [0.0, 0.0, 0.0], [0.0, 0.0, 0.0], [0.0, 0.0, 0.0], [0.0, 0.0, 0.0], [0.0, 0.0, 0.0], [0.0, 0.0, 0.0], [0.0, 0.0, 0.0]],
  "mulliken_charge": [0.471, 0.054, -0.071, -0.700, -0.540, -0.885, 1.102, -0.949, -0.845, 0.517, 0.082, 0.985, 0.375, 0.358, 0.320, 0.301, 0.432, -0.225, -0.723, 0.451, -0.380, 0.414, -0.743, -0.477, 0.039, 0.590, -0.934, -0.418, -0.371, -0.768, 0.424, -0.776, 0.031, 1.204, -1.183, -0.165, 0.496, -0.725, -1.334, 0.132, 0.344, 0.347, 0.342, 0.398, 0.449, 0.167, 0.583, 0.138, -1.759, 2.055, -1.607, 0.503, -0.453, -1.296, -0.956, 1.008, 0.405, -1.371, -1.228, 0.125, -0.222, 0.376, 0.454, 0.362, -1.010, 0.397, 0.373, 0.309, 0.330, 0.331, 0.331, 0.553, 0.048, 0.440, 0.355, 0.050, 0.362, 0.399],
  "gap_ev": [3.9, 6.7],
  "relative_energy_ev": 0.000,
  "lumo_ha": [0.1430, 0.1399],
  "charge": -2,
  "spin_multiplicity": 5,
  "s_squared": 6.082,
  "homo_energy_ha": [-0.00173, -0.10800]
}

***

No. 3
{
  "formula": "C20H40AgO15",
  "method": "ωB97M-V/def2-TZVPD",
  "symbols": ["Ag", "C", "C", "O", "C", "O", "O", "C", "H", "H", "H", "H", "H", "H", "H", "H", "C", "C", "O", "C", "O", "O", "C", "H", "H", "H", "H", "H", "H", "H", "H", "C", "C", "O", "C", "O", "O", "C", "H", "H", "H", "H", "H", "H", "H", "H", "C", "C", "O", "C", "O", "O", "C", "H", "H", "H", "H", "H", "H", "H", "H", "C", "C", "O", "C", "O", "O", "C", "H", "H", "H", "H", "H", "H", "H", "H"],
  "coordinates": [[-0.008, 0.176, -0.481], [3.844, 2.331, -2.417], [4.094, 0.922, -2.881], [4.016, -0.026, -1.775], [2.845, -0.516, -1.431], [1.735, -0.239, -1.948], [2.968, -1.332, -0.382], [4.180, -1.397, 0.439], [4.371, 2.552, -1.489], [2.765, 2.477, -2.376], [4.276, 2.930, -3.219], [5.086, 0.857, -3.328], [3.489, 0.657, -3.748], [3.833, -1.955, 1.309], [4.559, -0.400, 0.658], [5.008, -1.929, -0.029], [3.366, 1.234, 3.442], [3.979, 1.819, 2.124], [3.003, 1.695, 1.069], [1.862, 2.378, 0.987], [0.952, 2.150, 0.148], [1.911, 3.402, 1.897], [0.832, 4.364, 1.886], [2.442, 1.731, 3.736], [4.050, 1.446, 4.264], [3.365, 0.146, 3.504], [4.911, 1.306, 1.889], [4.357, 2.815, 2.354], [1.003, 5.248, 2.500], [-0.162, 3.932, 2.005], [0.855, 4.749, 0.867], [1.861, -5.922, -0.204], [1.467, -4.435, -0.317], [0.072, -4.375, -0.278], [-0.469, -3.219, 0.168], [0.140, -2.165, 0.446], [-1.740, -3.483, 0.297], [-2.495, -2.486, 0.831], [1.391, -6.537, -0.971], [1.543, -6.387, 0.729], [2.901, -6.244, -0.263], [1.793, -4.087, -1.297], [2.017, -3.931, 0.478], [-2.308, -2.218, 1.871], [-3.548, -2.768, 0.844], [-2.495, -1.543, 0.284], [-4.465, -1.710, -4.637], [-3.363, -1.282, -3.711], [-3.612, 0.076, -3.295], [-2.978, 0.612, -2.222], [-2.096, 0.056, -1.526], [-3.491, 1.791, -1.755], [-4.148, 2.626, -2.702], [-4.398, -1.194, -5.595], [-5.465, -1.664, -4.206], [-4.409, -2.781, -4.831], [-2.415, -1.238, -4.246], [-3.386, -2.004, -2.895], [-4.791, 2.129, -3.429], [-3.362, 3.277, -3.086], [-4.808, 3.259, -2.110], [-4.321, 2.389, 1.483], [-4.068, 0.920, 1.842], [-3.102, 0.898, 2.932], [-1.861, 0.616, 2.721], [-1.312, 0.547, 1.649], [-1.353, 0.252, 3.872], [0.026, -0.078, 4.031], [-4.698, 2.887, 2.376], [-5.083, 2.505, 0.712], [-3.435, 2.872, 1.070], [-3.753, 0.367, 0.958], [-5.028, 0.527, 2.178], [0.574, 0.847, 4.214], [0.417, -0.533, 3.121], [0.264, -0.695, 4.897]],
  "forces_ev_per_a": [[-0.3, -0.4, 0.2], [-0.2, -0.4, -0.7], [0.5, 0.0, -0.4], [0.1, 0.2, -1.1], [-1.5, 0.6, 0.0], [3.0, -0.9, 0.9], [-0.2, 0.1, -0.2], [-0.3, 0.1, -0.5], [-0.2, 0.0, 0.0], [0.1, 0.4, 0.4], [-0.2, 0.5, 0.1], [0.4, -0.4, 0.8], [-0.7, -0.3, 0.6], [0.2, 0.3, 0.0], [-0.4, -0.1, 0.2], [-0.3, -0.2, -0.3], [1.4, 0.4, 0.0], [-0.7, -0.3, 2.5], [-0.1, -0.5, -1.1], [-0.9, 1.1, -0.4], [3.1, 1.2, 2.9], [-0.8, -0.9, -0.3], [-0.2, 0.3, -2.0], [0.0, -0.3, -0.4], [0.3, 0.4, 0.0], [-0.7, 0.0, -0.6], [-0.5, -0.5, -0.7], [-0.8, 0.5, -0.6], [0.4, -0.7, 0.5], [0.3, -0.3, 0.5], [-0.3, 0.2, -0.1], [-0.6, -1.0, 0.0], [2.4, -1.8, -0.7], [-0.7, 1.4, 0.9], [2.4, 0.5, 0.2], [-1.6, -2.6, -0.7], [0.3, -0.7, -0.4], [-2.8, 2.5, 1.1], [-0.3, 0.3, -0.2], [-0.3, 0.4, 0.2], [0.3, 1.0, -0.1], [0.2, 0.4, 0.1], [-0.7, 0.6, 0.0], [0.7, -0.3, 0.1], [0.1, -0.6, -0.3], [0.5, -0.1, -0.3], [-0.4, -0.3, -0.6], [0.1, -0.4, -0.3], [0.3, 1.5, 1.7], [0.7, -1.3, 2.1], [-2.4, 0.9, -2.4], [0.7, -2.3, -1.3], [-0.5, 1.3, 0.5], [-0.3, 0.0, 0.1], [0.0, 0.7, 0.1], [0.6, -0.1, -0.1], [0.1, -0.5, 0.3], [0.6, 0.5, 0.4], [0.6, -0.2, -0.1], [-0.3, -0.1, -0.7], [0.0, 0.0, 0.1], [0.0, -0.2, -0.1], [-0.1, 1.5, -0.7], [-2.5, 0.1, 0.0], [0.7, -1.4, -0.8], [0.4, 0.4, -0.4], [0.5, -0.4, 1.9], [0.8, 0.8, -0.8], [0.2, 0.2, -0.1], [-0.1, -0.3, 0.0], [0.1, 0.0, 0.3], [0.5, -0.1, 0.3], [0.4, -0.4, 0.5], [0.0, 0.1, -0.2], [-0.1, -0.1, 0.0], [-1.0, -0.2, -0.1]],
  "mulliken_charge": [0.948, -0.830, -0.399, -0.433, 0.839, -0.750, -0.129, -0.493, 0.126, 0.178, 0.464, 0.389, 0.307, 0.263, -0.022, 0.333, -0.950, -0.586, -0.073, 0.412, -0.626, -0.387, -0.624, 0.188, 0.487, 0.225, 0.572, 0.394, 0.280, 0.176, 0.311, -1.457, 0.247, -0.364, 0.645, -0.421, -0.363, -0.284, 0.332, 0.351, 0.395, 0.190, 0.137, 0.349, 0.382, -0.204, -1.390, 0.048, -0.291, 0.449, -0.159, -0.136, -0.769, 0.329, 0.339, 0.411, 0.262, 0.178, 0.333, 0.312, 0.224, -1.169, 0.346, -0.400, 0.676, 0.027, -0.420, -0.547, 0.360, 0.347, 0.258, -0.234, 0.362, 0.253, 0.094, 0.382],
  "gap_ev": 10.2,
  "lumo_ha": -0.0575,
  "charge": 1,
  "homo_energy_ha": -0.43359
}

***

No. 4
{
  "formula": "C3H6FNO",
  "method": "ωB97M-V/def2-TZVPD",
  "symbols": ["N", "C", "C", "O", "C", "F", "H", "H", "H", "H", "H", "H"],
  "coordinates": [[-0.200, 1.899, -0.753], [0.381, 0.829, -0.152], [0.031, -0.452, -0.615], [0.670, -1.704, -0.563], [-0.659, 0.066, 0.599], [-0.111, -0.673, 1.523], [0.496, 2.243, -1.662], [-1.266, 1.839, -1.230], [1.185, 1.277, 0.642], [-0.613, -0.241, -1.585], [0.499, -1.767, 0.399], [-1.773, 0.391, 0.509]],
  "forces_ev_per_a": [[-1.4, 5.1, -6.9], [2.4, 2.8, 5.3], [-2.3, -2.2, -5.7], [-0.8, 1.6, 1.1], [-2.4, 1.1, -3.5], [0.0, -1.3, 4.6], [-2.8, -1.2, 3.2], [3.9, -0.4, 1.8], [-1.2, -1.9, -2.3], [1.6, -1.1, 1.7], [0.9, -1.6, -0.3], [2.0, -0.9, 1.2]],
  "nbo_charge": [-0.835, -0.139, 0.042, -0.669, 0.135, -0.327, 0.358, 0.374, 0.234, 0.170, 0.472, 0.185],
  "smiles": "N[C@@H]1[C@@H](O)[C@H]1F",
  "gap_ev": 10.2,
  "relative_energy_ev": 4.997,
  "lumo_ha": 0.0344,
  "charge": 0,
  "homo_energy_ha": -0.33955
}

***

No. 5
{
  "formula": "C5H4O",
  "method": "ωB97M-V/def2-TZVPD",
  "symbols": ["C", "C", "C", "C", "C", "O", "H", "H", "H", "H"],
  "coordinates": [[1.990, 1.247, -0.449], [0.982, 0.451, -0.419], [-1.055, 0.614, 0.949], [0.201, -0.701, -0.990], [0.002, -0.264, 0.457], [-1.452, 1.645, 0.499], [-1.419, 0.165, 1.995], [-0.392, -0.414, -1.832], [0.702, -1.651, -1.250], [0.441, -1.093, 1.040]],
  "forces_ev_per_a": [[-0.6, -0.3, -0.1], [1.5, -0.7, -0.1], [-1.4, -1.0, 3.0], [0.4, 0.5, -0.6], [1.3, -1.4, -1.9], [0.1, -0.3, -0.2], [0.1, 1.1, -1.6], [-0.9, 0.4, 0.1], [0.0, 0.6, 0.9], [-0.5, 1.1, 0.5]],
  "nbo_charge": [0.257, -0.439, 0.446, -0.321, -0.308, -0.475, 0.099, 0.244, 0.241, 0.257],
  "gap_ev": 9.5,
  "relative_energy_ev": 4.407,
  "lumo_ha": -0.0269,
  "charge": 0,
  "homo_energy_ha": -0.37733
}

***

No. 6
{
  "formula": "C4H13N3O",
  "method": "ωB97M-V/def2-TZVPD",
  "symbols": ["C", "N", "C", "C", "O", "H", "H", "H", "H", "H", "H", "H", "H", "H", "H", "N", "N", "C", "H", "H", "H"],
  "coordinates": [[0.291, -0.437, 2.743], [-0.141, 0.351, 1.604], [-1.011, -0.322, 0.663], [-0.148, -1.468, -0.143], [-1.587, 0.592, -0.172], [1.000, -1.194, 2.413], [-0.543, -0.938, 3.258], [0.794, 0.217, 3.453], [-0.614, 1.194, 1.919], [-1.817, -0.896, 1.155], [0.821, -1.115, -0.479], [0.034, -2.269, 0.568], [-0.777, -1.833, -0.954], [-0.793, 1.201, -0.569], [1.229, 1.994, -0.166], [0.631, 1.758, -0.962], [1.249, 1.045, -1.781], [0.473, 0.626, -2.914], [-0.586, 0.896, -2.848], [0.928, 1.057, -3.809], [0.567, -0.459, -2.981]],
  "forces_ev_per_a": [[-0.1, 0.0, -0.1], [0.1, 0.5, 0.1], [1.4, -2.2, -0.8], [-1.3, 1.3, 1.4], [1.2, 1.9, -1.3], [0.0, -0.1, 0.1], [0.1, 0.0, 0.0], [0.0, -0.1, 0.0], [-0.1, -0.2, 0.0], [0.0, 0.3, 0.1], [0.0, 0.2, -0.2], [0.0, -0.3, 0.0], [0.1, 0.0, 0.0], [-2.2, -1.4, 1.0], [0.3, -0.1, -0.1], [0.6, -0.8, -1.2], [0.1, 1.3, 1.3], [-0.5, -0.2, -0.2], [0.1, 0.1, 0.0], [0.0, 0.0, 0.1], [0.0, 0.0, -0.1]],
  "nbo_charge": [-0.414, -0.668, 0.282, -0.664, -0.763, 0.193, 0.166, 0.202, 0.364, 0.131, 0.203, 0.201, 0.212, 0.463, 0.355, -0.363, -0.076, -0.484, 0.207, 0.227, 0.226],
  "smiles": "CN[C@H](C)O.[H]/N=N/C",
  "gap_ev": 9.2,
  "relative_energy_ev": 3.140,
  "lumo_ha": 0.0151,
  "charge": 0,
  "homo_energy_ha": -0.32238
}

***

The maximum force results, record by record, are as follows: 0.0545 0.0136 0.0858 0.1692 0.0678 0.0541 hartree/bohr.